Computed, not measured: a gas-phase ion, C9H12NO2 (charge +1), with ωB97M-V/def2-TZVPD.

Atoms and positions in Å:
C1 -1.872 -2.065 1.506
N1 -0.822 -1.046 1.198
C2 -1.299 -0.100 0.103
C3 -0.227 0.927 -0.373
C4 -0.411 2.045 -1.247
C5 0.678 2.663 -1.849
C6 1.975 2.393 -1.370
C7 2.163 1.399 -0.484
C8 1.077 0.654 -0.060
O1 1.525 -0.387 0.730
C9 0.565 -1.568 0.873
O2 0.395 -2.162 -0.366
H1 -1.728 -2.829 0.827
H2 -1.612 -2.472 2.444
H3 -2.966 -1.581 1.459
H4 -0.538 -0.496 2.048
H5 -2.006 0.516 0.573
H6 -1.432 -0.605 -0.867
H7 -1.509 2.244 -1.552
H8 0.387 3.366 -2.583
H9 2.748 3.073 -1.751
H10 3.145 1.189 -0.271
H11 0.809 -2.291 1.589
H12 0.955 -2.866 -0.577

The spin multiplicity is 1. The energy relative to the best compared isomer or geometry (same formula, charge and spin) is 44.9 kcal/mol. The lowest unoccupied orbital energy is -0.1115 Ha. As for the charge: +1. The SMILES is C[N@@H+]1Cc2ccccc2O[C@@H]1O.

Population analysis type Löwdin, resulting atomic charges in e: atom 1 (C): 0.047, atom 2 (N): -0.069, atom 3 (C): -0.019, atom 4 (C): -0.132, atom 5 (C): -0.020, atom 6 (C): -0.057, atom 7 (C): -0.048, atom 8 (C): -0.001, atom 9 (C): -0.241, atom 10 (O): 0.043, atom 11 (C): -0.210, atom 12 (O): 0.098, atom 13 (H): 0.075, atom 14 (H): 0.092, atom 15 (H): 0.178, atom 16 (H): 0.218, atom 17 (H): 0.125, atom 18 (H): 0.161, atom 19 (H): 0.149, atom 20 (H): 0.099, atom 21 (H): 0.130, atom 22 (H): 0.109, atom 23 (H): 0.164, atom 24 (H): 0.107

Computed, not measured: a gas-phase ion, C9H12NOS (charge +1), with ωB97M-V/def2-TZVPD.

Atoms and positions in Å:
C1 -3.942 0.642 0.058
C2 -2.843 1.290 -0.535
C3 -1.591 0.742 -0.677
C4 -1.431 -0.515 0.065
O1 -0.102 -1.148 0.085
C5 1.029 -0.293 -0.173
N1 2.204 -1.153 -0.160
C6 3.457 -0.237 -0.325
C7 3.266 1.087 0.537
S1 1.436 1.000 1.074
C8 -2.461 -1.176 0.765
C9 -3.768 -0.655 0.586
H1 -4.864 1.215 0.303
H2 -2.936 2.133 -1.168
H3 -0.823 1.371 -1.080
H4 0.919 0.184 -1.181
H5 2.074 -1.945 -0.796
H6 2.145 -1.627 0.765
H7 3.523 0.111 -1.470
H8 4.320 -0.896 -0.193
H9 3.916 1.303 1.413
H10 3.475 1.927 -0.092
H11 -2.358 -2.166 1.083
H12 -4.641 -1.194 1.117

The spin multiplicity is 1. The energy relative to the best compared isomer or geometry (same formula, charge and spin) is 43.2 kcal/mol. The lowest unoccupied orbital energy is -0.1167 Ha. As for the charge: +1. The SMILES is c1ccc(O[C@@H]2[NH2+]CCS2)cc1.

Population analysis type Löwdin, resulting atomic charges in e: atom 1 (C): -0.066, atom 2 (C): -0.089, atom 3 (C): -0.023, atom 4 (C): -0.167, atom 5 (O): -0.077, atom 6 (C): -0.607, atom 7 (N): 0.036, atom 8 (C): -0.105, atom 9 (C): -0.345, atom 10 (S): 0.964, atom 11 (C): -0.004, atom 12 (C): -0.058, atom 13 (H): 0.123, atom 14 (H): 0.101, atom 15 (H): 0.094, atom 16 (H): 0.142, atom 17 (H): 0.195, atom 18 (H): 0.194, atom 19 (H): 0.176, atom 20 (H): 0.123, atom 21 (H): 0.093, atom 22 (H): 0.061, atom 23 (H): 0.098, atom 24 (H): 0.142

Computed, not measured: a gas-phase ion, C9H12NS2 (charge +1), with ωB97M-V/def2-TZVPD.

Atoms and positions in Å:
C1 -1.278 -0.816 3.733
C2 0.002 -1.064 3.476
C3 -2.135 -0.554 2.600
C4 0.639 -1.057 2.235
C5 -1.581 -0.608 1.340
C6 -0.181 -0.793 1.100
C7 0.014 0.321 -2.487
C8 0.755 1.679 -2.615
C9 0.108 -0.750 -0.317
N1 -0.416 0.165 -1.134
S1 2.356 1.954 -1.555
S2 1.272 -1.853 -0.982
H1 -1.643 -0.500 4.729
H2 0.684 -1.247 4.273
H3 -3.193 -0.155 2.727
H4 1.749 -1.092 2.233
H5 -2.329 -0.525 0.532
H6 -0.746 0.407 -3.307
H7 0.597 -0.526 -2.793
H8 1.003 1.738 -3.668
H9 0.073 2.489 -2.483
H10 2.813 1.125 -2.350
H11 -0.823 1.018 -0.813
H12 1.427 -2.804 -0.018

The spin multiplicity is 1. The energy relative to the best compared isomer or geometry (same formula, charge and spin) is 19.5 kcal/mol. The lowest unoccupied orbital energy is -0.1715 Ha. As for the charge: +1.

Population analysis type Löwdin, resulting atomic charges in e: atom 1 (C): -0.040, atom 2 (C): -0.100, atom 3 (C): -0.034, atom 4 (C): 0.004, atom 5 (C): -0.047, atom 6 (C): -0.218, atom 7 (C): -0.259, atom 8 (C): -0.430, atom 9 (C): -0.514, atom 10 (N): 0.038, atom 11 (S): 0.733, atom 12 (S): 0.982, atom 13 (H): 0.135, atom 14 (H): 0.112, atom 15 (H): 0.141, atom 16 (H): 0.137, atom 17 (H): 0.127, atom 18 (H): 0.154, atom 19 (H): 0.055, atom 20 (H): 0.077, atom 21 (H): 0.062, atom 22 (H): -0.228, atom 23 (H): 0.164, atom 24 (H): -0.051

Computed, not measured: 3 unconnected molecules or ions with the total composition C9H12O2S, with ωB97M-V/def2-TZVPD.

Atoms and positions in Å:
C1 1.902 -0.513 -0.678
C2 1.841 1.591 0.519
C3 0.610 -0.753 -0.363
C4 0.483 1.349 0.784
C5 2.565 0.646 -0.258
C6 -0.083 0.175 0.345
C7 -1.611 -0.378 2.672
C8 -5.545 0.952 0.349
C9 3.942 1.034 -0.704
O1 -6.419 0.661 1.019
O2 -5.875 0.153 -2.116
S1 -1.800 -0.136 0.886
H1 2.676 -1.272 -1.099
H2 2.240 2.603 0.693
H3 0.179 -1.711 -0.783
H4 -0.265 2.137 1.199
H5 -2.274 0.226 3.342
H6 -1.937 -1.370 2.971
H7 4.022 1.799 -1.368
H8 4.568 1.398 0.094
H9 4.567 0.150 -1.084
H10 -0.566 -0.342 2.987
H11 -5.327 -0.105 -2.842
H12 -5.376 0.462 -1.288

The spin multiplicity is 3. The energy relative to the best compared isomer or geometry (same formula, charge and spin) is 0.6 kcal/mol. The lowest unoccupied orbital energy (alpha / beta) is 0.0266 / -0.1035 Ha.

Population analysis type Löwdin, resulting atomic charges in e: atom 1 (C): -0.067, atom 2 (C): -0.040, atom 3 (C): -0.154, atom 4 (C): -0.125, atom 5 (C): -0.274, atom 6 (C): -0.565, atom 7 (C): -0.412, atom 8 (C): 0.054, atom 9 (C): -0.055, atom 10 (O): 0.102, atom 11 (O): -0.112, atom 12 (S): 0.845, atom 13 (H): 0.148, atom 14 (H): 0.111, atom 15 (H): 0.128, atom 16 (H): 0.139, atom 17 (H): 0.046, atom 18 (H): 0.017, atom 19 (H): 0.040, atom 20 (H): 0.073, atom 21 (H): 0.107, atom 22 (H): 0.042, atom 23 (H): 0.015, atom 24 (H): -0.062

Computed, not measured: 2 unconnected molecules or ions with the total composition C9H12O3P, with ωB97M-V/def2-TZVPD.

Atoms and positions in Å:
C1 -3.726 -0.402 0.651
C2 -2.582 -0.718 1.394
C3 -3.684 0.443 -0.388
C4 -1.347 -0.092 0.981
C5 -2.453 0.934 -0.910
C6 -1.317 0.746 -0.154
C7 2.054 -1.904 -0.698
C8 3.485 0.154 -0.283
C9 2.442 -0.854 0.262
O1 0.681 1.987 0.801
O2 0.413 2.252 -1.761
O3 2.071 -0.807 1.409
P1 0.413 1.203 -0.694
H1 -4.761 -0.648 1.100
H2 -2.609 -1.475 2.182
H3 -4.606 0.721 -0.795
H4 -0.477 -0.167 1.531
H5 -2.482 1.821 -1.671
H6 1.723 -1.386 -1.605
H7 1.286 -2.419 -0.296
H8 2.827 -2.553 -0.921
H9 4.212 -0.234 -0.886
H10 3.961 0.667 0.538
H11 2.952 1.026 -0.886
H12 1.522 1.705 1.096

The spin multiplicity is 1. The energy relative to the best compared isomer or geometry (same formula, charge and spin) is 13.6 kcal/mol. The lowest unoccupied orbital energy is 0.1299 Ha. As for the charge: -1.

Population analysis type Löwdin, resulting atomic charges in e: atom 1 (C): -0.179, atom 2 (C): -0.082, atom 3 (C): -0.153, atom 4 (C): -0.085, atom 5 (C): -0.094, atom 6 (C): -0.338, atom 7 (C): -0.047, atom 8 (C): -0.057, atom 9 (C): -0.570, atom 10 (O): -0.290, atom 11 (O): -0.520, atom 12 (O): 0.034, atom 13 (P): 0.605, atom 14 (H): 0.114, atom 15 (H): 0.083, atom 16 (H): 0.066, atom 17 (H): 0.048, atom 18 (H): 0.128, atom 19 (H): 0.085, atom 20 (H): 0.044, atom 21 (H): 0.057, atom 22 (H): 0.023, atom 23 (H): 0.064, atom 24 (H): 0.093, atom 25 (H): -0.029

Computed, not measured: a single C9H12O3S molecule, with ωB97M-V/def2-TZVPD.

Atoms and positions in Å:
C1 -0.433 0.059 -0.939
C2 0.767 -0.542 -0.814
C3 -1.256 0.132 0.211
C4 0.413 -1.010 1.502
C5 1.485 -0.605 0.504
C6 -2.593 0.309 0.190
C7 1.325 -1.285 -1.966
C8 1.859 0.923 0.873
C9 -3.616 -0.530 2.310
O1 -0.716 -0.404 1.438
O2 -0.350 -2.792 3.325
O3 -3.584 0.245 1.129
S1 0.774 -2.295 2.595
H1 -0.674 0.354 -1.947
H2 2.435 -1.129 0.609
H3 -2.954 0.809 -0.656
H4 0.633 -2.145 -2.036
H5 2.265 -1.612 -1.789
H6 1.296 -0.795 -2.968
H7 0.988 1.465 0.389
H8 2.636 1.145 0.235
H9 1.875 1.043 1.895
H10 -3.571 0.141 3.252
H11 -2.748 -1.203 2.410
H12 -4.418 -1.147 2.462

The spin multiplicity is 1. The energy relative to the best compared isomer or geometry (same formula, charge and spin) is 102.1 kcal/mol. The lowest unoccupied orbital energy is 0.0127 Ha.

Population analysis type Löwdin, resulting atomic charges in e: atom 1 (C): -0.022, atom 2 (C): -0.261, atom 3 (C): -0.174, atom 4 (C): -0.532, atom 5 (C): -0.262, atom 6 (C): -0.039, atom 7 (C): -0.029, atom 8 (C): 0.012, atom 9 (C): -0.065, atom 10 (O): 0.021, atom 11 (O): -0.596, atom 12 (O): -0.081, atom 13 (S): 0.922, atom 14 (H): 0.135, atom 15 (H): 0.136, atom 16 (H): 0.119, atom 17 (H): 0.106, atom 18 (H): 0.036, atom 19 (H): 0.105, atom 20 (H): 0.099, atom 21 (H): 0.054, atom 22 (H): 0.058, atom 23 (H): 0.126, atom 24 (H): 0.084, atom 25 (H): 0.050

Computed, not measured: a single C9H12O3S molecule, with ωB97M-V/def2-TZVPD.

Atoms and positions in Å:
C1 -0.308 -2.111 1.195
C2 -0.259 -1.147 -0.080
C3 0.959 -0.148 -0.121
C4 0.472 1.016 0.760
C5 -0.782 1.158 -0.104
C6 -0.924 2.391 -1.066
C7 -0.215 1.208 -1.529
C8 1.023 0.508 -1.552
S1 -1.699 -0.001 -2.566
O1 -1.148 -1.171 -3.117
O2 -2.551 0.764 -3.436
O3 -2.446 -0.313 -1.150
C9 -1.472 -0.246 -0.079
H1 -0.046 -3.162 0.825
H2 -1.304 -2.088 1.608
H3 0.505 -1.945 2.002
H4 -0.291 -1.837 -1.014
H5 1.928 -0.439 0.315
H6 0.155 0.600 1.725
H7 1.101 1.812 0.942
H8 -1.732 2.546 -1.746
H9 -0.377 3.269 -0.851
H10 2.009 0.998 -1.872
H11 0.984 -0.438 -2.200
H12 -1.944 -0.345 0.856

The spin multiplicity is 1. The energy relative to the best compared isomer or geometry (same formula, charge and spin) is 90.9 kcal/mol. The lowest unoccupied orbital energy is 0.0287 Ha. The SMILES is C[C@@H]1[C@@H]2C[C@]34C[C@@]3(C2)S(=O)(=O)O[C@@H]14.

Population analysis type Löwdin, resulting atomic charges in e: atom 1 (C): -0.039, atom 2 (C): -0.243, atom 3 (C): -0.230, atom 4 (C): -0.051, atom 5 (C): -0.218, atom 6 (C): 0.034, atom 7 (C): -0.266, atom 8 (C): -0.115, atom 9 (S): 0.729, atom 10 (O): -0.275, atom 11 (O): -0.287, atom 12 (O): -0.173, atom 13 (C): -0.255, atom 14 (H): 0.091, atom 15 (H): 0.056, atom 16 (H): 0.101, atom 17 (H): 0.159, atom 18 (H): 0.144, atom 19 (H): 0.126, atom 20 (H): 0.102, atom 21 (H): 0.095, atom 22 (H): 0.105, atom 23 (H): 0.147, atom 24 (H): 0.131, atom 25 (H): 0.130

Computed, not measured: 2 unconnected molecules or ions with the total composition C9H12O4PS, with ωB97M-V/def2-TZVPD.

Atoms and positions in Å:
C1 -0.079 1.383 -0.177
C2 -2.364 1.866 -0.711
C3 0.374 2.398 -1.061
C4 -1.400 1.048 0.086
C5 -1.695 -0.196 0.882
C6 -0.714 -1.051 1.212
C7 -2.014 2.777 -1.539
C8 0.101 -3.877 1.021
C9 -0.133 -3.079 2.243
O1 3.152 1.622 -0.027
O2 -0.680 3.028 -1.828
O3 3.386 2.794 -2.204
O4 -1.023 -2.024 2.159
P1 2.693 1.556 -1.405
S1 3.001 0.117 -2.663
H1 0.695 0.777 0.178
H2 -3.437 2.075 -0.401
H3 0.985 3.200 -0.555
H4 -2.591 -0.656 1.298
H5 0.325 -1.243 0.876
H6 -2.628 3.383 -2.269
H7 0.748 -4.624 1.301
H8 -0.772 -4.247 0.558
H9 0.660 -3.132 0.355
H10 0.782 -2.812 2.691
H11 -0.604 -3.694 3.115
H12 3.231 2.611 -3.135

The spin multiplicity is 1. The energy relative to the best compared isomer or geometry (same formula, charge and spin) is 54.4 kcal/mol. The lowest unoccupied orbital energy (alpha / beta) is 0.1144 / 0.1144 Ha. As for the charge: -1.

Population analysis type Löwdin, resulting atomic charges in e: atom 1 (C): -0.097, atom 2 (C): -0.096, atom 3 (C): -0.203, atom 4 (C): -0.174, atom 5 (C): -0.019, atom 6 (C): -0.140, atom 7 (C): -0.181, atom 8 (C): -0.069, atom 9 (C): -0.336, atom 10 (O): -0.396, atom 11 (O): -0.102, atom 12 (O): -0.311, atom 13 (O): -0.128, atom 14 (P): 0.032, atom 15 (S): 0.104, atom 16 (H): 0.056, atom 17 (H): 0.117, atom 18 (H): 0.099, atom 19 (H): 0.110, atom 20 (H): 0.127, atom 21 (H): 0.135, atom 22 (H): 0.047, atom 23 (H): 0.071, atom 24 (H): 0.108, atom 25 (H): 0.099, atom 26 (H): 0.146, atom 27 (H): 0.002

Q: What is the formula in the second record?
A: C9H12NOS